ORCA calculation (the ωB97M-V functional and the def2-TZVPD basis) on a structure of composition C31H38BiN8O2S2 in a non-equilibrium geometry.

XYZ file:
```
82
Properties=species:S:1:pos:R:3:forces:R:3:lowdin_charge:R:1
Bi 15.165 9.591 10.484 -0.95 1.84 0.89 1.696
C 16.175 12.755 13.675 -0.48 1.23 0.74 -0.046
C 15.764 11.545 12.919 -0.26 -1.39 1.88 -0.313
N 15.711 11.502 11.607 0.88 -0.40 0.39 -0.169
N 16.399 12.504 10.977 -1.39 0.24 -1.52 0.064
C 16.168 12.422 9.677 0.78 -0.40 1.80 -0.484
O 15.593 11.394 9.139 -0.14 0.25 -0.69 -0.299
C 16.701 13.516 8.871 0.84 0.25 -1.51 -0.153
C 17.466 14.569 9.414 -0.30 0.20 -0.75 -0.021
C 17.944 15.584 8.569 0.42 -0.51 0.09 -0.081
C 17.851 15.441 7.173 0.08 0.72 0.87 -0.108
C 17.146 14.384 6.646 -0.55 -0.72 0.17 -0.091
C 16.539 13.428 7.478 0.04 1.21 0.31 -0.014
C 15.359 10.356 13.654 -1.23 0.84 -1.70 -0.237
C 15.053 10.296 15.019 0.60 -0.24 1.33 -0.034
C 14.445 9.170 15.542 0.61 1.59 1.45 -0.103
C 14.134 8.093 14.749 -0.75 -2.49 -0.65 -0.110
C 14.384 8.181 13.400 0.36 1.03 -0.45 -0.156
N 14.908 9.314 12.864 0.15 -0.82 -0.37 -0.095
H 16.492 13.564 12.979 -0.18 -0.70 0.70 0.070
H 16.964 12.519 14.399 0.09 0.11 -0.29 0.080
H 15.323 13.143 14.331 0.82 -0.45 -0.93 0.102
H 17.654 14.539 10.477 -0.06 0.32 0.05 0.097
H 18.480 16.468 8.951 -0.28 -0.64 0.04 0.102
H 18.312 16.219 6.556 -0.27 -0.42 0.03 0.102
H 17.024 14.296 5.581 -0.01 -0.01 -0.29 0.094
H 15.837 12.705 7.086 0.35 -0.25 -0.10 0.095
H 15.431 11.048 15.731 -0.46 -0.19 -0.63 0.114
H 14.257 9.156 16.629 0.07 -0.13 -0.66 0.112
H 13.742 7.131 15.163 0.29 1.08 -0.36 0.114
H 14.180 7.393 12.662 -0.01 0.20 0.55 0.082
C 11.880 12.890 10.375 -2.28 -0.72 0.44 -0.081
N 11.321 11.671 9.751 0.77 -0.09 0.39 -0.288
C 9.881 11.456 9.826 0.35 -0.65 -1.10 -0.097
C 12.035 11.262 8.545 -0.72 -0.44 0.17 -0.217
C 11.879 9.772 8.204 -1.31 -0.47 0.11 -0.237
N 12.980 9.268 7.433 0.33 1.56 0.06 -0.296
C 13.035 7.843 7.305 1.49 0.31 0.55 -0.119
C 13.461 10.092 6.280 -0.44 -1.18 1.21 -0.056
H 11.650 13.776 9.741 0.27 -0.10 0.60 0.089
H 12.927 12.755 10.526 0.85 0.08 -0.12 0.048
H 11.428 12.975 11.418 0.41 0.22 -1.36 0.101
H 9.328 12.403 9.900 -0.04 -0.16 -0.02 0.074
H 9.620 10.793 10.679 -0.03 0.45 -0.36 0.068
H 9.577 10.922 8.871 0.04 0.67 1.18 0.091
H 13.076 11.498 8.734 0.32 -0.09 -0.17 0.078
H 11.724 11.766 7.621 -0.03 0.65 0.07 0.115
H 10.882 9.596 7.672 0.75 0.35 0.29 0.124
H 11.763 9.144 9.115 0.34 0.49 -0.30 0.089
H 12.634 7.434 6.401 -0.49 -0.32 -0.77 0.073
H 12.589 7.372 8.169 -0.40 -0.07 0.19 0.052
H 14.104 7.608 7.389 -0.07 -0.56 -0.42 0.062
H 12.637 10.385 5.589 0.47 0.07 0.38 0.090
H 14.117 9.394 5.767 0.24 0.31 -0.40 0.073
H 14.065 10.943 6.663 -0.58 -0.34 -0.44 0.070
O 17.296 9.311 11.069 0.59 -1.52 -1.19 -0.325
N 17.954 8.326 10.325 0.85 1.55 1.21 -0.157
C 19.353 8.568 10.226 -2.61 -2.71 -1.44 0.030
C 20.027 7.715 9.385 0.49 0.56 0.70 -0.048
C 19.316 6.671 8.717 0.72 0.56 0.24 -0.065
C 18.015 6.399 8.967 0.11 0.81 0.23 -0.093
C 17.282 7.258 9.834 0.74 0.00 -0.31 -0.711
S 15.637 6.949 10.090 -0.04 -0.61 0.17 0.564
H 19.686 9.340 10.865 0.38 0.73 0.23 0.121
H 21.128 7.829 9.305 -0.97 -0.15 -0.18 0.119
H 19.842 6.101 7.984 0.34 -0.44 -0.26 0.103
H 17.464 5.619 8.467 0.07 -0.11 0.03 0.103
N 7.075 5.425 13.151 0.57 -0.26 -0.41 0.082
C 7.357 5.192 11.831 -1.73 -0.39 0.36 -0.796
S 6.268 4.429 10.784 1.25 0.77 1.12 0.621
C 8.652 5.750 11.369 1.58 -1.20 -1.15 -0.234
C 9.434 4.961 10.456 -0.67 1.70 0.38 -0.015
C 10.517 5.573 9.841 -0.01 -0.09 -0.11 -0.129
N 10.912 6.809 10.131 0.67 0.43 -0.29 0.056
C 10.288 7.497 11.072 0.20 -0.80 -0.06 -0.142
C 9.188 6.985 11.732 -1.11 0.49 0.58 -0.026
H 6.302 4.991 13.641 -0.02 0.03 -0.68 0.103
H 7.854 5.646 13.750 0.07 0.18 -0.01 0.099
H 9.123 3.987 10.151 -0.28 -0.43 -0.02 0.088
H 11.081 5.099 9.021 -0.34 -0.02 0.60 0.117
H 10.675 8.476 11.323 0.01 0.10 -0.08 0.102
H 8.713 7.653 12.458 -0.12 -0.44 -0.22 0.118
```
Forces are in eV/Å.

As for the multiplicity: 2. The value obtained for the orbital gap (alpha / beta) is 0.1779 / 0.2595 hartree. The LUMO energy (alpha / beta) comes out at -0.4 / -0.4 eV.

---

ORCA calculation (the ωB97M-V functional and the def2-TZVPD basis) on a cluster of 10 separate species, C31H38Cl2F6O27 in total in a non-equilibrium geometry.

XYZ file:
```
104
Properties=species:S:1:pos:R:3:forces:R:3:lowdin_charge:R:1
O -1.169 -0.323 6.688 0.12 0.47 0.15 0.182
C -0.917 -1.207 5.948 -0.18 -0.75 0.10 -0.555
O -0.504 -2.440 6.323 -0.22 -0.13 0.07 0.090
C -0.253 -3.223 5.166 0.69 0.28 -0.98 -0.044
C -0.891 -2.433 4.028 -0.48 0.49 -0.12 -0.312
F -2.141 -2.853 3.672 0.01 -0.20 0.49 0.070
O -1.029 -1.151 4.602 0.06 0.30 -0.35 0.084
H 0.824 -3.214 4.966 -0.01 -0.20 0.21 0.136
H -0.601 -4.248 5.232 -0.28 0.09 0.30 0.146
H -0.339 -2.324 3.098 0.24 -0.17 0.16 0.122
O 0.560 4.968 2.718 -0.14 0.93 -0.74 0.195
C 0.849 3.988 3.293 -0.17 -0.51 0.03 -0.568
O -0.035 3.143 3.846 0.06 -0.09 0.81 0.071
C 0.685 2.091 4.521 -0.18 0.20 -0.56 -0.034
C 2.101 2.654 4.553 -0.29 -0.58 0.16 -0.295
F 3.018 1.652 4.384 0.10 0.21 -0.27 0.063
O 2.127 3.557 3.483 0.30 -0.09 0.33 0.133
H 0.301 1.871 5.514 -0.30 0.23 -0.07 0.136
H 0.569 1.232 3.863 0.47 -0.35 0.21 0.097
H 2.348 3.178 5.476 0.13 -0.06 0.04 0.173
O 3.503 2.207 0.864 -0.11 0.12 -0.54 0.190
C 3.565 1.085 1.223 0.36 0.09 0.75 -0.551
O 4.709 0.405 1.474 0.14 0.09 -0.06 0.088
C 4.390 -0.711 2.284 -0.29 -0.67 0.78 -0.056
C 2.929 -0.973 1.925 0.41 0.43 0.03 -0.294
F 2.162 -1.359 2.983 0.19 -0.20 -0.01 0.059
O 2.496 0.315 1.549 -0.34 -0.23 -0.45 0.085
H 5.050 -1.560 2.128 0.04 0.14 -0.52 0.141
H 4.462 -0.471 3.351 -0.10 0.29 -0.11 0.140
H 2.813 -1.684 1.107 -0.32 -0.01 0.00 0.161
O -1.289 -1.477 -7.635 -0.12 -0.20 -0.29 0.192
C -1.139 -1.033 -6.554 0.35 -0.04 0.21 -0.544
O -2.021 -0.289 -5.868 -0.13 0.33 -0.10 0.068
C -1.330 0.328 -4.777 0.02 -0.27 0.18 -0.064
C -0.182 -0.644 -4.550 0.05 1.17 0.31 -0.326
F -0.504 -1.626 -3.652 -0.04 -0.31 -0.31 0.019
O 0.022 -1.178 -5.821 -0.26 -0.17 0.02 0.134
H -0.943 1.308 -5.059 -0.01 -0.04 -0.14 0.134
H -1.998 0.463 -3.933 0.00 -0.21 0.05 0.104
H 0.707 -0.129 -4.197 0.11 -0.29 -0.02 0.140
O 3.101 -0.664 -2.057 -0.27 -0.39 0.55 0.180
C 3.583 -0.075 -2.960 -0.04 0.39 -0.17 -0.549
O 3.034 0.084 -4.168 0.12 -0.22 -0.26 0.069
C 3.954 0.770 -5.026 -0.14 0.29 0.31 -0.021
C 4.965 1.341 -4.036 0.12 -0.49 -0.79 -0.301
F 4.681 2.647 -3.787 0.23 0.15 0.30 0.070
O 4.785 0.556 -2.901 0.14 0.23 0.30 0.147
H 4.420 0.082 -5.728 -0.15 -0.09 -0.02 0.143
H 3.404 1.563 -5.523 0.10 -0.01 -0.17 0.146
H 6.001 1.257 -4.356 0.04 0.16 0.07 0.169
O -2.395 -4.873 -3.739 0.61 -0.47 -0.07 0.189
C -3.042 -3.902 -3.580 -0.66 0.22 0.22 -0.558
O -3.182 -2.894 -4.464 0.02 0.24 -0.31 0.064
C -4.310 -2.107 -4.072 -0.39 -0.52 0.22 -0.040
C -4.350 -2.386 -2.572 0.03 1.05 -0.80 -0.332
F -5.617 -2.353 -2.094 0.10 -0.23 0.11 0.083
O -3.802 -3.668 -2.471 0.07 0.09 0.09 0.130
H -4.196 -1.058 -4.320 0.32 -0.03 -0.10 0.130
H -5.211 -2.503 -4.550 0.02 0.05 -0.01 0.146
H -3.749 -1.615 -2.081 -0.06 -0.46 0.68 0.138
C 2.188 5.825 -0.590 -0.51 0.39 0.63 -0.018
C 1.722 5.303 -1.917 0.18 0.08 -0.38 -0.302
C 2.806 4.582 -2.722 0.27 -0.40 1.22 -0.085
O 2.174 3.391 -3.197 -0.42 0.04 -0.68 0.046
C 0.966 3.257 -2.621 0.20 0.94 0.12 -0.561
O 0.195 2.382 -2.848 -0.16 -0.72 -0.08 0.142
O 0.727 4.268 -1.769 -0.06 0.07 0.11 0.101
H 2.627 5.059 0.043 0.16 -0.15 -0.11 0.086
H 1.344 6.241 -0.036 -0.08 -0.14 -0.03 0.091
H 2.873 6.669 -0.698 0.19 -0.22 -0.25 0.095
H 1.274 6.121 -2.490 -0.10 -0.19 -0.03 0.155
H 3.566 4.216 -2.027 0.28 0.37 -0.18 0.131
H 3.240 5.186 -3.511 -0.06 -0.23 -0.25 0.138
C -4.264 -0.613 2.231 0.23 -0.49 -0.18 -0.041
C -4.252 0.022 3.600 -0.33 -0.03 -0.05 -0.291
C -3.569 1.396 3.680 0.17 -0.10 0.26 -0.093
O -4.619 2.301 4.022 0.05 0.16 -0.37 0.070
C -5.779 1.638 4.204 0.76 -0.51 0.10 -0.583
O -6.793 2.140 4.541 -0.76 0.43 0.10 0.166
O -5.606 0.319 4.003 0.03 -0.07 -0.07 0.085
H -3.283 -1.017 1.977 0.00 0.21 0.07 0.019
H -4.565 0.069 1.435 -0.05 0.15 0.13 0.098
H -4.912 -1.490 2.200 -0.17 0.14 0.14 0.094
H -3.858 -0.680 4.335 0.05 0.06 0.00 0.140
H -3.109 1.660 2.727 -0.17 0.23 0.01 0.101
H -2.822 1.479 4.471 0.05 -0.21 -0.08 0.126
C 1.030 -3.231 -1.171 -0.03 0.58 -0.59 -0.026
C -0.034 -4.185 -0.706 0.39 -0.35 0.65 -0.291
C 0.048 -4.462 0.821 0.13 0.37 -0.98 -0.081
O -1.152 -3.913 1.327 -0.27 -0.12 0.40 0.034
C -1.967 -3.484 0.327 0.75 -0.64 -0.59 -0.542
O -3.069 -3.088 0.477 -0.22 0.34 0.06 0.176
O -1.333 -3.624 -0.866 -0.35 0.23 0.22 0.063
H 2.046 -3.599 -1.017 -0.09 -0.20 0.13 0.095
H 0.925 -2.272 -0.659 0.02 -0.05 0.17 0.061
H 0.926 -2.997 -2.231 -0.03 -0.13 0.02 0.080
H -0.002 -5.132 -1.244 -0.08 0.10 -0.22 0.156
H 0.886 -3.913 1.254 0.05 -0.19 0.15 0.117
H 0.128 -5.533 0.999 -0.15 0.07 0.39 0.134
Cl -0.890 0.215 1.584 0.33 0.06 0.05 0.673
C -0.200 0.368 -0.034 -0.01 0.37 -0.47 -0.950
Cl -1.362 -0.165 -1.255 0.09 -0.08 0.21 0.654
H 0.052 1.396 -0.271 -0.23 0.17 0.29 0.029
H 0.716 -0.200 -0.110 -0.10 -0.34 0.05 -0.002
```
Forces are in eV/Å.

The SMILES is O=C1OC[C@@H](F)O1.O=C1OC[C@@H](F)O1.O=C1OC[C@@H](F)O1.O=C1OC[C@@H](F)O1.O=C1OC[C@@H](F)O1.O=C1OC[C@@H](F)O1.C[C@H]1COC(=O)O1.C[C@H]1COC(=O)O1.C[C@H]1COC(=O)O1.ClCCl. As for the multiplicity: 1. The value obtained for the orbital gap is 0.3794 hartree. The LUMO energy comes out at -0.1 eV.